# 1
# C43H51CrN4O5Si

C43H51CrN4O5Si as an isolated structure (wB97M-V/def2-TZVPD, the Open Molecules 2025 dataset).

Summary:
E   -97907.36839 eV
HOMO-LUMO gap (spin up / spin down)   0.284 / 0.314 Eh
⟨S²⟩   3.775
Maximum force   1.2 eV Å⁻¹
ΔE to the lowest compared entry with this formula, charge and spin   0.520 eV

```
! wB97M-V def2-TZVPD RIJCOSX def2/J DEFGRID3
* xyz 2 4
Cr -0.4578 -0.3056 0.5475
Si 0.9010 -0.0751 -2.5799
O -1.5616 -1.7517 0.6410
O 0.2515 -0.1974 -1.0664
O -0.2728 -0.7140 2.4911
O -2.3151 -3.4945 1.8163
O -0.5209 1.4955 1.0872
N 2.8231 -2.5781 1.3958
N 4.0990 -2.7022 -0.9371
N -1.3661 4.4644 -0.4116
N -1.6592 3.2850 0.2191
C -1.2123 -1.6051 -3.5224
C -4.9132 1.6047 0.7031
C -1.0058 -1.8816 3.0054
C 1.1808 2.3344 -4.1100
C 0.1632 -4.1491 3.2543
C -2.0695 -1.3895 3.9668
C -2.6483 -0.1336 3.7985
C -4.6201 3.2573 2.4359
C -2.5171 -2.2281 4.9819
C 0.5221 3.3276 -0.1885
C -4.0846 -0.5433 5.6834
C -0.5122 2.5953 0.3880
C -3.5242 -1.8053 5.8346
C -5.3786 2.2591 1.8362
C -2.9412 2.9528 0.7659
C 0.7362 -1.4312 -5.0673
C 0.6992 3.4652 -4.7593
C 1.8920 -3.0465 5.1344
C 2.7555 -0.0372 -2.2242
C 1.1745 -4.9230 3.8179
C 0.3225 -1.5569 -3.5930
C -0.6454 3.7982 -4.6666
C 5.0957 -0.3079 -2.8499
C 3.1943 0.3764 -0.9580
C 0.5700 5.6261 -1.4081
C 4.5457 0.4573 -0.6392
C -3.6887 1.9579 0.1553
C -2.3968 5.3657 -0.9102
C 2.1350 -3.3289 0.3488
C 3.1483 -3.8266 -0.6817
C 0.0226 -2.8176 3.6221
C -3.3852 3.6035 1.9074
C -3.6463 0.2899 4.6662
C 2.0465 -4.3741 4.7456
C 0.8803 -2.2794 4.5822
C -1.0169 1.8766 -3.2707
C 0.3317 1.5164 -3.3624
C 3.7414 -0.3669 -3.1661
C 0.8820 -2.8609 -3.0173
C -1.5052 3.0031 -3.9163
C -0.0525 4.4852 -0.6851
C 5.5012 0.1055 -1.5854
C -1.6986 -2.4783 1.7620
H -2.3521 0.5254 2.9873
H -1.0264 4.6648 -5.1936
H 1.3698 4.0774 -5.3494
H -0.5275 -4.5988 2.5544
H 5.0152 -3.0080 -1.2513
H 1.6429 5.4715 -1.4872
H 0.7536 -1.2551 4.9159
H 1.2632 -5.9664 3.5407
H 1.5858 -4.1911 0.7264
H 3.7335 -4.6618 -0.3028
H -6.3408 1.9912 2.2527
H 2.4647 0.6478 -0.2016
H -3.3142 1.4755 -0.7395
H 0.3943 6.5654 -0.8814
H 1.8108 -1.5533 -5.2121
H -3.3155 5.1969 -0.3583
H 0.5591 -3.0086 -1.9840
H 1.4114 -2.6807 -0.1505
H 0.5195 -3.7166 -3.5958
H 3.7375 -2.0069 -1.6033
H -4.8653 -0.2136 6.3564
H -0.3053 0.0243 3.1164
H 6.5558 0.1720 -1.3474
H 2.5477 -2.6182 5.8816
H -1.5751 -2.4852 -4.0615
H 0.2485 -2.2165 -5.6527
H 0.4380 -0.4724 -5.4978
H -2.0734 6.3901 -0.7449
H -4.9889 3.7649 3.3177
H -2.0801 -3.2103 5.1048
H -1.6642 -0.7302 -3.9952
H 2.9751 -3.1357 2.2314
H 5.8348 -0.5642 -3.5988
H -3.8690 -2.4618 6.6226
H 2.2347 2.0876 -4.2014
H -2.7718 4.3671 2.3708
H 2.6734 -4.1124 -1.6168
H -1.5773 -1.6757 -2.4944
H 1.5643 3.0619 -0.2237
H 1.9775 -2.8828 -3.0707
H 4.1846 -2.2421 -0.0427
H 3.4600 -0.6672 -4.1672
H -2.5612 3.2433 -3.8641
H 4.8526 0.7983 0.3423
H 2.2810 -1.7767 1.6810
H -5.5068 0.8275 0.2410
H -2.5678 5.1943 -1.9721
H 0.1594 5.7114 -2.4153
H 2.8249 -4.9821 5.1890
H -4.0849 1.2720 4.5371
H -1.7051 1.2506 -2.7093
*
```



# 2
# C43H51F11NO35

A 12-piece molecular cluster, C43H51F11NO35 overall (wB97M-V/def2-TZVPD, the Open Molecules 2025 dataset).

Summary:
E   -148447.44063 eV
HOMO-LUMO gap   0.322 Eh
Maximum force   10.5 eV Å⁻¹

```
! wB97M-V def2-TZVPD RIJCOSX def2/J DEFGRID3
* xyz 1 1
F 3.2694 5.6040 6.9509
F 9.5694 1.5999 -6.5863
F 0.1993 3.2969 4.9038
F -5.1958 1.5091 -5.0393
F -7.2172 3.3418 -1.4505
F 9.3921 3.0797 -2.1230
F -3.0092 -7.1274 -3.6095
F 0.8753 -8.6153 6.9279
F -6.2357 -3.0870 -0.4735
F -0.3306 4.2512 0.9407
F 0.5571 -2.6703 6.0466
O 1.8165 4.1573 3.6157
O 2.0476 2.4411 2.1627
O -1.0125 -4.1797 5.5242
O 2.4600 -7.7337 2.8751
O -4.3874 -3.9427 -3.2147
O 1.0071 -7.1615 -5.5019
O -6.5722 -0.0116 -1.4230
O 5.9899 2.7835 -2.1162
O 8.9641 4.6631 -7.9694
O -1.7371 8.4395 1.3805
O -6.3552 -0.9999 -7.0451
O -4.6184 -2.2265 -1.7617
O 8.6496 3.5618 -6.0205
O -1.2504 6.2131 1.5065
O 7.8224 1.5703 -2.6455
O -3.0688 -5.1693 5.4803
O 5.7661 0.5807 -2.6893
O 1.7475 -6.3358 4.5392
O -0.3606 -5.4210 -4.9268
O 2.6641 8.6672 5.5678
O 1.8490 -8.5631 4.9119
O -2.8450 -2.9665 6.0535
O -8.1157 1.4381 -2.2144
O -0.9495 -7.5359 -4.3878
O -8.2257 -0.7615 -2.8139
O -2.5093 1.7207 1.5059
O -6.3239 -2.7516 -5.5749
O 3.5097 4.1981 2.0856
O 2.3496 7.5659 7.5167
O -5.5102 -0.7070 -4.9690
O 8.1629 5.7882 -6.1465
O -0.9359 7.3144 -0.4424
O -0.5975 -1.2968 2.4900
O 1.8629 9.7923 7.3907
O -2.9253 -2.1857 -3.2918
N 1.5249 -2.6732 -0.2449
C -0.3360 -2.0326 1.2440
C -7.4604 2.0518 -1.1277
C 2.5418 3.6459 2.5818
C 2.3039 -1.1271 1.7545
C -5.0865 0.3750 -5.7669
C 8.7866 2.6025 -7.0442
C -1.7141 -2.1534 6.2941
C -7.6836 0.1458 -2.2050
C 3.3739 -0.0557 1.0440
C 6.4679 1.5598 -2.4978
C 1.1417 -1.5081 0.6629
C 8.1755 2.9340 -2.6943
C -3.8931 -2.7379 -2.7956
C 0.6170 3.4171 3.6237
C 1.1898 -6.5781 5.8152
C -0.4314 6.0046 -0.6093
C 7.1208 3.5966 -1.8755
C -0.6594 -2.8160 5.4753
C 3.1686 7.3574 5.4009
C 1.7433 -7.9182 6.1608
C -2.0669 0.3582 1.0726
C 8.5605 4.7586 -6.6658
C -0.0155 -6.7435 -4.9848
C -5.8179 -2.9668 -1.7537
C -6.1881 1.2843 -1.0095
C 2.4866 6.6066 6.4930
C -2.3671 -4.1902 5.6718
C 1.0206 2.0935 3.0696
C -1.3395 7.4099 0.8613
C 0.1483 -3.6013 1.5587
C -6.0852 -1.5847 -5.8382
C -1.1134 5.2538 0.4829
C -1.8456 -0.5217 2.4369
C 9.4686 3.3533 -8.1363
C 2.0513 -7.5608 4.0113
C -6.0562 0.3739 -6.8989
C 0.6893 -3.9440 0.0157
C -3.3364 -0.2912 0.2115
C -5.4143 -4.2903 -2.3077
C 4.1717 0.8336 0.2642
C -1.6609 -5.3714 -4.3747
C -1.7422 -6.6561 -3.6232
C 2.2605 8.7627 6.8714
H -1.8984 -1.1226 5.9798
H 1.4630 -4.8207 -0.1085
H -2.0995 4.8625 0.2106
H -0.6245 -2.4818 4.4329
H 1.4235 1.4197 3.8332
H 0.9454 -3.6262 2.4255
H -2.8191 -1.1582 2.6618
H -5.6241 0.7809 -7.8170
H -3.3700 1.6162 2.0432
H -1.7824 0.2659 3.3322
H 4.2580 7.3712 5.5125
H -2.3964 -5.3065 -5.1835
H -4.3117 -0.2875 0.8816
H -1.7775 -4.5008 -3.7237
H 1.8949 -0.5515 2.7154
H 6.9366 4.6274 -2.1899
H -3.1506 -1.4265 -0.0834
H -6.9756 0.9230 -6.6697
H 8.2105 3.2682 -3.7367
H 1.4926 -5.8066 6.5283
H -5.4034 1.6599 -1.6748
H -0.6775 5.6129 -1.5999
H 4.4438 1.7379 -0.4535
H -1.4847 -2.1586 7.3650
H 0.0972 -6.5776 5.7399
H -5.0114 -4.9642 -1.5442
H -0.1418 3.9392 3.0312
H -6.2371 -4.7945 -2.8217
H 7.3502 3.5914 -0.8047
H -1.1957 -2.2238 0.4738
H -4.0444 0.2242 -6.0684
H -1.3526 -6.6036 -2.6010
H 2.7259 -7.8872 6.6435
H -0.1320 -3.9214 -0.8312
H -8.0979 2.0036 -0.2384
H -0.8352 -4.2282 1.6570
H 10.5580 3.3671 -8.0246
H 7.8005 2.2112 -7.3164
H -6.5768 -2.4447 -2.3462
H -1.1117 0.5146 0.4156
H 2.5280 -2.9607 -0.3139
H 2.9040 -2.0724 2.1580
H -3.4976 0.2765 -0.8150
H 0.6580 6.0184 -0.4976
H 1.1264 -2.3431 -1.1698
H 0.8319 -0.6110 -0.0447
H 1.5005 6.2153 6.2208
H -5.8037 1.2713 0.0140
H 2.9225 6.9657 4.4102
H 9.2225 2.9616 -9.1269
H 0.1978 1.5893 2.5557
*
```



Q: The highest E belongs to which entry?
A: C43H51CrN4O5Si



Q: The highest E belongs to which entry?
A: C43H51CrN4O5Si